Density functional theory data (ωB97M-V/def2-TZVPD) for B2F8Sn as an isolated structure at a distorted geometry.

Geometry as XYZ:
```
11
Properties=species:S:1:pos:R:3:forces:R:3
Sn -1.20745 0.14408 -0.46125 2.2 -0.5 0.9
B 0.04145 -2.71347 -1.01270 0.9 -1.9 -0.3
F 0.37050 -4.01041 -0.70468 -0.2 0.5 0.0
F 0.70328 -1.82848 -0.10314 -1.0 1.4 -0.1
F 0.35701 -2.38753 -2.32107 -0.3 0.6 0.3
F -1.37726 -2.51569 -0.80918 -0.4 1.6 0.2
B 0.23690 2.70095 1.09486 0.4 0.7 1.3
F -0.43665 2.92667 -0.13043 -0.5 -0.7 -0.9
F 0.94856 1.47333 0.94287 -0.7 -1.2 -0.8
F 1.11215 3.69296 1.43010 -0.2 0.0 -0.3
F -0.74850 2.51760 2.07461 -0.2 -0.4 -0.2
```
Forces are in eV/Å.

## Properties
Net charge = 0
Highest occupied orbital energy = -12.928 eV
Orbital gap = 8.19 eV
Relative energy (zero: lowest compared OMol25 entry of this formula, charge and spin) = 14.3 kcal/mol
LUMO level = -0.1741 Eh
Largest force on an atom = 2.434 eV Å⁻¹
Spin multiplicity = 1